1.
Below is C3H10P2 as an isolated structure, with properties calculated with ωB97M-V/def2-TZVPD.

```
15
Properties=species:S:1:pos:R:3:forces:R:3
C 0.589544 -1.356133 -1.096846 -1.1 -1.6 1.1
C -0.765960 1.065805 -0.971158 -1.5 -2.6 -0.7
C -0.610782 -0.474448 -0.601731 1.8 0.8 3.1
P 0.784294 1.339942 2.179074 -1.9 0.1 0.7
P -0.223920 -0.635495 1.817037 -1.2 1.0 -2.4
H 1.119962 -1.011221 -1.960844 0.1 0.5 -0.5
H 1.345380 -1.763110 -0.368507 -0.6 1.4 -0.2
H 0.153131 -2.353926 -1.319623 0.0 0.6 -0.5
H -1.847062 1.231533 -0.669147 1.5 0.7 -0.1
H -0.786067 1.050112 -2.094584 0.2 0.4 0.8
H -0.014603 1.775855 -0.592361 -0.5 -0.4 -0.1
H -1.588314 -0.982432 -0.601720 0.6 0.2 -0.2
H 1.712332 0.754115 2.993603 0.9 -0.3 0.7
H 1.626014 1.379370 1.128338 1.0 -0.1 -1.4
H -1.493949 -0.019968 2.158468 0.4 -0.5 -0.2
```
Positions in Å, forces in eV/Å.

Properties
ΔE to the lowest compared entry with this formula, charge and spin = 1.321 eV
Net charge = 0
Highest occupied orbital energy = -0.3113 Eh
DFT total energy = -802.89632 a.u.
Kohn-Sham gap = 8.95 eV

Results of the natural (NBO) charge analysis, in e, for atoms 1 through 8: -0.686 -0.659 -0.183 0.006 0.071 0.216 0.227 0.220

***

2.
Below is a 2-piece molecular cluster, C3H10S overall, with properties calculated with ωB97M-V/def2-TZVPD.

```
14
Properties=species:S:1:pos:R:3:forces:R:3
C 2.825879 -0.064092 -1.234438 0.7 -1.5 0.7
H 2.973657 -0.205796 -2.299228 -0.1 0.1 -0.1
H 3.317715 0.834815 -0.881916 -0.6 0.4 0.0
H 3.346184 -0.881231 -0.707298 0.3 0.1 -0.4
H 1.806758 -0.284852 -0.926598 -0.3 0.9 -0.3
C -0.135078 1.118578 1.134211 0.2 -1.3 -1.2
S -1.100437 0.269629 -0.197420 0.1 0.4 0.4
C -1.082049 -1.400351 0.438198 -0.1 -1.0 -0.1
H 0.902828 0.828454 0.961918 0.1 0.3 0.1
H -0.403976 0.737157 2.110044 -0.4 0.4 0.2
H -0.281809 2.170862 0.951594 0.0 0.3 0.4
H -1.112506 -2.141355 -0.368384 0.3 0.4 -0.2
H -0.176988 -1.592232 1.014403 0.0 0.0 0.0
H -1.954068 -1.678520 1.024862 -0.1 0.4 0.4
```
Positions in Å, forces in eV/Å.

Properties
ΔE to the lowest compared entry with this formula, charge and spin = 0.405 eV
Net charge = 0
Highest occupied orbital energy = -0.3117 Eh
Structure (SMILES) = CSC.C
DFT total energy = -518.45691 a.u.
Kohn-Sham gap = 9.47 eV

Results of the natural (NBO) charge analysis, in e, for atoms 1 through 8: -0.863 0.216 0.216 0.207 0.220 -0.715 0.170 -0.766

***

3.
Below is a 2-piece molecular cluster, C3H10S overall, with properties calculated with ωB97M-V/def2-TZVPD.

```
14
Properties=species:S:1:pos:R:3:forces:R:3
S 0.309630 2.283803 -2.076044 -0.2 -1.8 1.1
H 1.400246 2.894505 -2.402777 1.1 0.8 -0.5
H 1.072435 1.303108 -1.413459 -1.0 1.0 -0.7
C -0.601515 -1.334203 -0.440674 1.1 -1.3 -1.4
C 0.249304 -0.913582 0.704921 0.2 4.6 0.1
C -0.338810 0.438171 1.408113 0.8 -0.6 -0.7
H -0.724847 -0.699002 -1.332627 0.2 0.6 0.8
H -0.051312 -2.169881 -0.892865 -0.5 -0.4 0.0
H -1.561467 -1.664577 -0.137318 -1.0 -0.4 0.3
H 0.459271 -1.609502 1.439346 -0.4 -1.9 1.5
H 1.267198 -0.711353 0.379124 0.1 0.4 -0.5
H 0.421449 1.084541 1.976657 -0.8 -0.7 -1.5
H -0.993886 0.142040 2.228235 -0.5 0.0 -0.4
H -0.907696 0.955933 0.559366 0.8 -0.2 1.7
```
Positions in Å, forces in eV/Å.

Properties
ΔE to the lowest compared entry with this formula, charge and spin = 0.814 eV
Net charge = 0
Highest occupied orbital energy = -0.3591 Eh
Structure (SMILES) = CCC.S
DFT total energy = -518.44190 a.u.
Kohn-Sham gap = 10.64 eV

Results of the natural (NBO) charge analysis, in e, for atoms 1 through 8: -0.287 0.130 0.156 -0.621 -0.395 -0.626 0.211 0.210